No. 1
Molecular formula: C2H3IOS
Method: DFT, ωB97M-V/def2-TZVPD

```
! wB97M-V def2-TZVPD RIJCOSX def2/J DEFGRID3
* xyz 0 1
C -1.54 1.11 1.14
C 1.19 -0.69 -0.62
O -1.84 1.88 1.93
S 1.15 -0.76 1.09
I -2.51 0.40 -0.66
H 0.20 -0.76 -1.10
H 1.83 -1.46 -0.87
H 1.52 0.27 -0.90
*
```

Computed properties:
HOMO-LUMO gap (spin up / spin down) = 7.35 / 6.93 eV
HOMO energy (spin up / spin down) = -9.071 / -8.672 eV
relative energy (zero: lowest compared OMol25 entry of this formula, charge and spin) = 64.9 kcal/mol

Results of the natural (NBO) charge analysis, in e, for atoms 1 through 5:
1. C 0.41
2. C -0.83
3. O -0.45
4. S 0.12
5. I 0.07

No. 2
Molecular formula: C5H7N
Method: DFT, ωB97M-V/def2-TZVPD

```
! wB97M-V def2-TZVPD RIJCOSX def2/J DEFGRID3
* xyz 0 1
C 1.13 -0.01 1.79
C 2.13 -0.07 -0.40
C 0.71 -0.20 -0.66
C 0.32 -0.22 0.58
C -2.33 0.16 0.09
N 2.11 0.07 1.05
H 2.63 -0.96 -0.67
H 2.66 0.82 -0.69
H 0.21 -0.38 -1.62
H -3.08 -0.63 0.41
H -1.80 0.49 0.91
H -2.98 1.08 -0.12
H -1.71 -0.14 -0.68
*
```

Computed properties:
HOMO-LUMO gap (spin up / spin down) = 8.14 / 7.61 eV
HOMO energy (spin up / spin down) = -8.336 / -8.166 eV
relative energy (zero: lowest compared OMol25 entry of this formula, charge and spin) = 168.3 kcal/mol

Results of the natural (NBO) charge analysis, in e, for atoms 1 through 5:
1. C 0.01
2. C -0.28
3. C -0.36
4. C 0.21
5. C -0.83

No. 3
Molecular formula: C17H21BCl3O4
Method: DFT, ωB97M-V/def2-TZVPD

```
! wB97M-V def2-TZVPD RIJCOSX def2/J DEFGRID3
* xyz -1 1
Cl 3.95 -2.08 3.17
B 3.21 -0.40 2.99
Cl 3.63 0.72 4.44
Cl 3.76 0.45 1.40
O 1.75 -0.58 2.95
C 0.85 0.33 2.84
C -0.52 -0.05 3.04
C -1.56 0.91 2.93
C -2.88 0.52 3.11
C -3.19 -0.82 3.37
C -2.18 -1.78 3.48
C -0.85 -1.40 3.35
H 1.15 1.36 2.63
H -1.27 1.93 2.70
H -3.68 1.27 3.04
H -4.24 -1.12 3.47
H -2.42 -2.83 3.68
H -0.04 -2.12 3.46
C -2.33 -3.20 -0.65
C -2.39 -1.72 -0.40
O -1.32 -1.11 -1.15
C -1.19 0.23 -0.95
C -0.09 0.75 -1.78
C 0.20 2.15 -1.68
O -0.03 2.83 -0.67
C 0.92 2.78 -2.89
C 2.42 2.51 -2.81
C 2.80 1.03 -2.80
C 1.81 0.12 -3.53
C 0.46 -0.15 -2.82
O -1.93 0.84 -0.19
H -3.06 -3.70 -0.01
H -2.59 -3.42 -1.70
H -1.34 -3.61 -0.45
H -3.35 -1.29 -0.72
H -2.25 -1.48 0.67
H 0.50 2.36 -3.82
H 0.76 3.86 -2.86
H 2.90 3.00 -3.67
H 2.83 3.00 -1.91
H 3.77 0.93 -3.31
H 2.96 0.69 -1.76
H 1.60 0.53 -4.53
H 2.27 -0.86 -3.68
H 0.51 -1.15 -2.38
H -0.30 -0.24 -3.63
*
```

Computed properties:
HOMO-LUMO gap = 3.65 eV
HOMO energy = -3.050 eV

Results of the natural (NBO) charge analysis, in e, for atoms 1 through 5:
1. Cl -0.24
2. B 0.40
3. Cl -0.28
4. Cl -0.25
5. O -0.57

No. 4
Molecular formula: C22H25NO4
Method: DFT, ωB97M-V/def2-TZVPD

```
! wB97M-V def2-TZVPD RIJCOSX def2/J DEFGRID3
* xyz 0 1
C -5.00 4.18 -4.62
C -3.92 4.86 -3.80
O -3.12 3.85 -3.19
C -2.11 4.28 -2.42
O -1.88 5.45 -2.24
C -1.33 3.18 -1.83
C -0.25 3.49 -1.00
C 0.51 2.49 -0.42
C 0.20 1.16 -0.66
N 0.93 0.10 -0.12
C 1.94 0.12 0.79
O 2.39 1.13 1.28
C 2.46 -1.30 1.10
C 1.25 -2.13 1.47
C 0.70 -3.09 0.62
C -0.43 -3.79 0.99
C -1.06 -3.55 2.21
O -2.16 -4.30 2.47
C -2.84 -4.10 3.69
C -0.53 -2.58 3.05
C 0.61 -1.89 2.68
C 3.25 -1.79 -0.12
C 4.65 -1.22 0.11
C 4.87 -1.50 1.59
C 3.51 -1.23 2.24
C -0.88 0.84 -1.50
C -1.63 1.84 -2.07
H -5.63 4.93 -5.09
H -4.55 3.56 -5.39
H -5.62 3.55 -3.98
H -4.35 5.49 -3.01
H -3.28 5.49 -4.42
H -0.03 4.53 -0.82
H 1.34 2.74 0.23
H 0.60 -0.82 -0.40
H 1.15 -3.30 -0.34
H -0.85 -4.54 0.33
H -3.67 -4.80 3.68
H -2.19 -4.32 4.54
H -3.22 -3.08 3.77
H -0.98 -2.36 4.00
H 1.00 -1.13 3.34
H 2.82 -1.48 -1.07
H 3.31 -2.88 -0.10
H 5.40 -1.68 -0.53
H 4.64 -0.14 -0.07
H 5.65 -0.87 2.02
H 5.16 -2.54 1.73
H 3.29 -1.96 3.01
H 3.48 -0.24 2.68
H -1.12 -0.20 -1.69
H -2.46 1.59 -2.71
*
```

Computed properties:
HOMO-LUMO gap = 9.04 eV
SMILES = CCOC(=O)c1ccc(NC(=O)C2(c3ccc(OC)cc3)CCCC2)cc1
HOMO energy = -8.422 eV
relative energy (zero: lowest compared OMol25 entry of this formula, charge and spin) = 9.3 kcal/mol

Results of the natural (NBO) charge analysis, in e, for atoms 1 through 5:
1. C -0.62
2. C -0.07
3. O -0.52
4. C 0.79
5. O -0.60

No. 5
Molecular formula: C4H6N2O3
Method: DFT, ωB97M-V/def2-TZVPD

```
! wB97M-V def2-TZVPD RIJCOSX def2/J DEFGRID3
* xyz 0 1
C -0.11 1.09 0.25
C 3.19 -0.79 -0.16
C -0.44 0.54 -1.11
C -2.18 0.07 1.56
N -0.60 1.30 1.37
N 0.00 -0.81 -1.30
O 3.46 -0.25 0.85
O 0.74 1.33 -0.77
O 2.93 -1.37 -1.10
H -1.74 -0.40 2.39
H -1.23 0.85 -1.71
H -2.95 0.76 1.77
H -2.25 -0.40 0.61
H 0.54 -1.16 -0.51
H 0.64 -0.77 -2.12
*
```

Computed properties:
HOMO-LUMO gap = 9.43 eV
HOMO energy = -8.966 eV
relative energy (zero: lowest compared OMol25 entry of this formula, charge and spin) = 111.0 kcal/mol

Results of the natural (NBO) charge analysis, in e, for atoms 1 through 5:
1. C 0.47
2. C 1.03
3. C 0.09
4. C -0.32
5. N -0.47

No. 6
Molecular formula: C6H15NO
Method: DFT, ωB97M-V/def2-TZVPD

```
! wB97M-V def2-TZVPD RIJCOSX def2/J DEFGRID3
* xyz 0 1
C -3.33 -0.67 -1.65
C -2.19 -0.32 -1.03
C -1.83 1.07 -0.60
O -1.25 -1.27 -0.80
H -4.07 0.10 -1.82
H -3.49 -1.68 -1.99
H -2.70 1.71 -0.51
H -1.30 1.04 0.35
H -1.15 1.49 -1.35
H -0.43 -0.90 -0.42
C 1.86 1.78 0.47
C 1.72 0.45 1.19
N 1.31 -0.59 0.25
C 1.39 -1.92 0.86
H 2.19 2.58 1.14
H 0.91 2.07 0.04
H 2.59 1.72 -0.34
H 0.94 0.51 1.96
H 2.66 0.20 1.70
H 1.98 -0.57 -0.51
H 1.12 -2.67 0.13
H 2.39 -2.13 1.25
H 0.70 -2.00 1.70
*
```

Computed properties:
HOMO-LUMO gap = 9.05 eV
SMILES = C=C(C)O.CCNC
HOMO energy = -8.147 eV
relative energy (zero: lowest compared OMol25 entry of this formula, charge and spin) = 34.7 kcal/mol

Results of the natural (NBO) charge analysis, in e, for atoms 1 through 5:
1. C -0.54
2. C 0.33
3. C -0.67
4. O -0.72
5. H 0.20

No. 7
Molecular formula: C21H74N12O16
Method: DFT, ωB97M-V/def2-TZVPD

```
! wB97M-V def2-TZVPD RIJCOSX def2/J DEFGRID3
* xyz -1 2
O 0.61 -4.49 3.30
H 1.08 -3.98 2.64
H 0.74 -5.40 3.04
O 2.86 -3.45 1.52
H 3.44 -4.06 1.07
H 3.41 -2.70 1.73
O 1.58 3.17 -1.87
H 2.35 3.69 -2.09
H 1.37 3.42 -0.98
O -1.36 -2.92 4.33
H -1.49 -3.30 5.20
H -0.72 -3.49 3.92
O 1.55 1.65 -4.21
H 1.62 2.17 -3.41
H 2.45 1.41 -4.41
C 6.10 -0.13 -0.79
O 6.00 0.46 -1.86
N 6.71 0.44 0.22
N 5.62 -1.29 -0.49
H 7.06 -0.11 0.98
H 6.97 1.41 0.10
H 5.04 -1.87 -1.07
H 5.59 -1.50 0.50
C -2.98 -4.16 0.82
O -2.83 -5.08 0.04
N -3.27 -2.93 0.48
N -2.92 -4.24 2.09
H -3.06 -2.77 -0.50
H -3.29 -2.19 1.16
H -2.69 -5.13 2.50
H -3.23 -3.39 2.54
C 0.36 3.22 1.83
O 0.83 3.90 1.00
N 0.94 2.76 2.90
N -0.88 2.88 1.83
H 1.93 2.64 3.01
H 0.37 1.95 3.11
H -1.46 3.14 1.05
H -1.26 2.34 2.60
C 1.70 0.31 4.76
O 2.84 0.76 4.57
N 1.35 -0.92 4.54
N 0.84 1.02 5.51
H 0.40 -1.25 4.63
H 2.01 -1.50 4.05
H 0.02 0.54 5.85
H 1.22 1.83 5.99
C -3.39 2.74 -0.44
O -2.42 3.45 -0.60
N -4.59 2.98 -0.10
N -3.25 1.45 -0.47
H -5.29 2.25 -0.12
H -4.96 3.87 0.18
H -4.06 0.86 -0.50
H -2.30 1.11 -0.39
C -2.71 -3.13 -2.90
O -3.42 -2.15 -2.77
N -3.04 -4.22 -3.50
N -1.56 -3.20 -2.39
H -3.82 -4.27 -4.14
H -2.34 -4.93 -3.29
H -1.25 -2.28 -2.11
H -0.94 -3.99 -2.37
C 1.59 0.08 -0.31
C 0.25 -0.83 -0.11
C -0.12 -1.18 1.34
O -0.77 -0.18 -0.83
H 1.49 0.63 -1.25
H 2.49 -0.53 -0.27
H 1.66 0.79 0.51
H 0.39 -1.74 -0.70
H -0.79 -0.50 1.87
H 0.74 -1.40 1.98
H -0.60 -2.16 1.40
H -0.72 -0.48 -1.74
C -3.32 0.51 3.41
C -4.18 -0.71 3.60
C -5.35 -0.67 2.61
O -3.53 -1.85 3.14
H -3.19 0.67 2.34
H -2.29 0.56 3.77
H -3.86 1.36 3.81
H -4.54 -0.77 4.62
H -5.94 -1.58 2.51
H -5.12 -0.26 1.62
H -6.06 0.06 3.01
H -2.82 -2.13 3.72
C 0.63 -1.58 -4.58
C 0.60 -2.44 -5.84
C -0.19 -3.75 -5.59
O -0.02 -1.80 -6.86
H 1.59 -1.10 -4.42
H 0.63 -2.18 -3.67
H -0.14 -0.80 -4.54
H 1.59 -2.69 -6.23
H -0.48 -4.27 -6.50
H -1.04 -3.56 -4.94
H 0.47 -4.39 -5.00
H 0.25 -0.89 -7.01
C -2.32 4.44 -5.60
C -2.43 3.80 -4.14
C -1.98 2.34 -4.09
O -1.60 4.49 -3.19
H -1.24 4.47 -5.78
H -2.75 5.43 -5.65
H -2.72 3.75 -6.34
H -3.45 3.85 -3.77
H -2.41 1.66 -4.82
H -2.00 1.85 -3.11
H -0.94 2.30 -4.40
H -1.50 4.00 -2.37
C 4.29 2.30 1.75
C 5.14 2.80 2.97
C 5.97 4.03 2.63
O 4.18 3.00 3.91
H 3.38 2.84 1.53
H 4.03 1.30 2.08
H 4.91 2.32 0.85
H 5.73 1.94 3.28
H 6.08 4.75 3.44
H 5.44 4.57 1.85
H 6.96 3.94 2.16
H 3.74 2.18 4.15
*
```

Computed properties:
HOMO-LUMO gap (spin up / spin down) = 2.42 / 8.68 eV
HOMO energy (spin up / spin down) = -0.680 / -7.045 eV
⟨S²⟩ = 0.751

Results of the Löwdin charge analysis, in e, for atoms 1 through 5:
1. O -0.10
2. H -0.01
3. H 0.05
4. O -0.23
5. H -0.03

No. 8
Molecular formula: C5H11O3
Method: DFT, ωB97M-V/def2-TZVPD

```
! wB97M-V def2-TZVPD RIJCOSX def2/J DEFGRID3
* xyz -1 1
C -0.07 -2.80 -2.01
C -0.60 -1.64 -1.31
O -1.76 -1.64 -0.96
O 0.40 -0.86 -1.18
H 0.68 -3.32 -1.37
H 0.76 -2.49 -2.65
H -0.64 -3.55 -2.43
C 0.41 1.71 0.83
C -0.87 1.54 0.19
C 0.52 1.19 2.33
O 1.45 1.05 0.13
H 0.86 2.77 0.89
H -1.21 0.51 0.12
H 0.10 2.01 3.02
H -0.12 0.28 2.39
H 1.48 0.91 2.71
H 1.03 0.30 -0.55
H -0.77 1.94 -0.83
H -1.65 2.09 0.66
*
```

Computed properties:
HOMO-LUMO gap = 8.72 eV
HOMO energy = -4.607 eV
relative energy (zero: lowest compared OMol25 entry of this formula, charge and spin) = 36.7 kcal/mol

Results of the natural (NBO) charge analysis, in e, for atoms 1 through 5:
1. C -0.73
2. C 0.77
3. O -0.72
4. O -0.82
5. H 0.21

No. 9
Molecular formula: C33H35N4S2
Method: DFT, ωB97M-V/def2-TZVPD

```
! wB97M-V def2-TZVPD RIJCOSX def2/J DEFGRID3
* xyz 1 1
C -3.93 0.65 -3.53
C -3.21 1.85 -3.40
C -1.82 1.80 -3.32
C -1.12 0.57 -3.30
C 0.34 0.54 -3.18
S 1.20 -0.94 -3.10
C 3.00 -0.66 -3.33
C 3.51 0.57 -4.03
C 2.97 1.85 -3.44
S 1.17 2.04 -3.22
C -1.87 -0.62 -3.46
C -3.26 -0.58 -3.59
H -5.03 0.68 -3.64
H -3.72 2.81 -3.42
H -1.26 2.74 -3.27
H 3.45 -0.72 -2.33
H 3.30 -1.56 -3.89
H 4.60 0.60 -3.91
H 3.31 0.53 -5.11
H 3.44 2.03 -2.46
H 3.20 2.71 -4.09
H -1.35 -1.58 -3.53
H -3.81 -1.50 -3.78
C -1.39 5.37 -1.52
C -2.44 5.48 -0.60
C -2.43 4.73 0.56
C -1.38 3.84 0.80
C -1.43 3.09 2.11
N -0.37 2.08 2.25
C 0.43 2.22 3.44
C 1.69 1.40 3.33
N 1.41 0.07 2.84
C 2.44 -0.89 3.12
C 2.47 -2.02 2.12
N 1.14 -2.39 1.70
C 1.09 -3.73 1.08
C 0.19 -4.71 1.81
C -0.04 -5.93 1.17
C -0.84 -6.90 1.78
C -1.41 -6.64 3.04
C -1.17 -5.41 3.67
C -0.36 -4.44 3.06
C 0.28 -1.39 1.28
C -0.53 -1.45 0.12
N -1.00 -0.33 -0.44
C -1.14 0.77 0.29
C -0.42 0.93 1.51
C 0.43 -0.13 1.90
C -0.32 3.73 -0.10
C -0.33 4.50 -1.26
H -1.38 5.98 -2.43
H -3.26 6.17 -0.79
H -3.23 4.80 1.31
H -1.27 3.77 2.96
H -2.41 2.61 2.26
H 0.68 3.28 3.53
H -0.13 1.92 4.35
H 2.40 1.93 2.66
H 2.17 1.32 4.31
H 3.41 -0.38 3.11
H 2.34 -1.31 4.14
H 3.09 -1.71 1.25
H 2.93 -2.89 2.57
H 0.80 -3.62 0.03
H 2.12 -4.10 1.10
H 0.42 -6.11 0.19
H -1.01 -7.85 1.29
H -2.02 -7.40 3.52
H -1.61 -5.21 4.65
H -0.17 -3.49 3.57
H -0.78 -2.38 -0.38
H -1.82 1.53 -0.09
H 0.51 3.03 0.09
H 0.51 4.41 -1.95
*
```

Computed properties:
HOMO-LUMO gap = 4.68 eV
HOMO energy = -9.178 eV

Results of the Löwdin charge analysis, in e, for atoms 1 through 5:
1. C -0.03
2. C -0.04
3. C -0.04
4. C -0.32
5. C -0.73

No. 10
Molecular formula: C21H48N4O5
Method: DFT, ωB97M-V/def2-TZVPD

```
! wB97M-V def2-TZVPD RIJCOSX def2/J DEFGRID3
* xyz 0 1
C 12.65 6.20 11.68
C 13.02 6.14 13.14
C 12.36 7.23 13.95
C 10.89 7.15 13.90
N 9.73 7.02 13.90
H 13.45 5.69 11.13
H 12.68 7.19 11.24
H 11.77 5.67 11.38
H 14.05 6.23 13.31
H 12.70 5.19 13.61
H 12.63 8.19 13.61
H 12.60 7.19 15.01
C 12.05 13.39 14.94
C 13.27 13.99 14.34
C 13.34 13.82 12.80
C 13.61 12.40 12.49
N 14.11 11.37 12.31
H 12.13 12.31 14.81
H 11.11 13.80 14.60
H 12.07 13.55 16.01
H 14.09 13.51 14.81
H 13.28 15.07 14.58
H 14.13 14.40 12.40
H 12.41 14.15 12.37
C 6.78 11.47 7.17
C 8.28 11.66 6.89
C 8.63 13.06 6.49
C 7.93 13.53 5.29
N 7.34 13.94 4.37
H 6.40 10.47 7.44
H 6.31 11.66 6.21
H 6.36 12.20 7.90
H 8.41 11.06 6.01
H 8.94 11.26 7.64
H 9.69 13.19 6.31
H 8.39 13.85 7.20
C 16.22 14.52 9.80
C 16.57 13.09 10.33
C 16.17 11.93 9.39
C 17.07 11.66 8.25
N 17.85 11.55 7.43
H 16.67 14.72 8.83
H 16.48 15.26 10.53
H 15.15 14.63 9.66
H 16.13 12.83 11.33
H 17.61 13.01 10.65
H 15.23 12.08 8.94
H 16.19 11.02 10.00
C 11.28 9.81 10.50
O 10.37 10.80 10.01
H 11.00 8.79 10.34
H 12.22 9.96 9.87
H 11.51 9.94 11.53
H 9.45 10.48 10.09
C 10.33 8.77 6.77
O 8.92 8.72 6.85
H 10.76 9.59 7.32
H 10.87 7.83 6.98
H 10.44 9.04 5.70
H 8.52 8.72 7.74
C 8.26 8.38 11.09
O 7.73 9.16 9.99
H 7.41 7.82 11.56
H 9.01 7.73 10.63
H 8.78 9.05 11.79
H 7.03 9.76 10.39
C 12.18 13.69 9.10
O 10.85 13.55 9.64
H 12.57 12.74 8.72
H 12.10 14.43 8.29
H 12.82 14.12 9.86
H 10.66 12.63 9.65
C 5.04 11.86 10.64
O 5.70 10.68 11.10
H 4.73 11.75 9.62
H 4.20 12.16 11.31
H 5.77 12.70 10.56
H 5.91 10.82 12.03
*
```

Computed properties:
HOMO-LUMO gap = 10.45 eV
SMILES = CCCC#N.CCCC#N.CCCC#N.CCCC#N.CO.CO.CO.CO.CO
HOMO energy = -10.225 eV
relative energy (zero: lowest compared OMol25 entry of this formula, charge and spin) = 40.9 kcal/mol

Results of the Löwdin charge analysis, in e, for atoms 1 through 5:
1. C -0.10
2. C -0.25
3. C -0.19
4. C -0.21
5. N 0.15

No. 11
Molecular formula: C2H6N2OS
Method: DFT, ωB97M-V/def2-TZVPD

```
! wB97M-V def2-TZVPD RIJCOSX def2/J DEFGRID3
* xyz 0 3
C 0.72 -0.45 -1.07
C 0.65 -0.50 1.37
N -1.15 1.49 -0.12
N -0.12 -0.59 0.12
O -3.52 2.24 -0.57
S -2.56 1.12 -0.54
H 1.43 0.41 -1.24
H 1.44 -1.28 -1.09
H 0.07 -0.74 -1.92
H 0.15 -0.45 2.36
H 1.34 -1.45 1.42
H 1.55 0.21 1.28
*
```

Computed properties:
HOMO-LUMO gap (spin up / spin down) = 8.58 / 7.48 eV
HOMO energy (spin up / spin down) = -9.070 / -9.976 eV
⟨S²⟩ = 2.029
relative energy (zero: lowest compared OMol25 entry of this formula, charge and spin) = 23.0 kcal/mol

Results of the natural (NBO) charge analysis, in e, for atoms 1 through 5:
1. C -0.51
2. C -0.50
3. N -0.53
4. N -0.21
5. O -0.85